1.
39
Properties=species:S:1:pos:R:3:lowdin_charge:R:1 method="wB97M-V/def2-TZVPD" orbital_gap_ev=9.6 lumo_ev=-3.22 homo_energy_ev=-12.80 total_charge=+1 molar_mass_g_mol=218.3
C 2.02882 -2.40139 0.99469 -0.07
C 2.13887 -1.00881 0.34984 -0.37
C 2.49905 -1.16659 -1.13115 -0.06
C 0.84205 -0.20877 0.65443 -0.33
C 1.03053 0.60996 1.94065 -0.05
C 0.37803 0.75225 -0.43814 -0.17
O -0.19198 0.10204 -1.58496 -0.07
C -1.48338 -0.39233 -1.51969 -0.28
C -1.49266 -1.92992 -1.64781 -0.03
N -2.20499 -2.43024 -0.45038 0.14
C -2.56034 -1.35190 0.27933 -0.40
N -3.22068 -1.45759 1.41825 0.24
N -2.20427 -0.16787 -0.23468 0.18
H 3.00423 -2.80177 1.27425 0.09
H 1.54814 -3.10739 0.30663 0.07
H 1.42565 -2.36594 1.90939 0.07
H 2.96507 -0.49940 0.85652 0.14
H 1.90601 -1.95719 -1.60100 0.07
H 2.40074 -0.25067 -1.71154 0.07
H 3.54404 -1.47962 -1.21423 0.09
H 0.04515 -0.93621 0.86420 0.11
H 0.13645 1.19711 2.17252 0.08
H 1.26161 -0.03591 2.79016 0.08
H 1.84536 1.32725 1.80877 0.10
H 1.24515 1.29476 -0.81984 0.13
H -0.29990 1.51298 -0.04243 0.11
H -2.09092 0.09139 -2.29046 0.17
H -0.46387 -2.28955 -1.63435 0.12
H -1.96040 -2.24614 -2.57869 0.13
H -1.63637 -3.04719 0.12410 0.16
H -3.79040 -2.27059 1.59857 0.14
H -3.14298 -0.75455 2.13738 0.14
H -2.99712 0.46044 -0.28798 0.17
C -0.21274 5.17399 -0.22886 -0.14
O 0.53623 3.96254 -0.31751 -0.14
H -0.00150 5.60377 0.74665 0.08
H 0.08561 5.88915 -0.99750 0.08
H -1.28817 4.99330 -0.30729 0.07
H 0.37589 3.58657 -1.18785 0.06


2.
91
Properties=species:S:1:pos:R:3:lowdin_charge:R:1 method="wB97M-V/def2-TZVPD" orbital_gap_ev=8.2 lumo_ev=-2.80 homo_energy_ev=-11.05 total_charge=+1 molar_mass_g_mol=1464.5 e_above_lowest_ev=0.0000
C -0.99343 6.52217 -1.06378 -0.10
C 0.35106 5.94791 -0.60236 -0.26
C 0.53045 4.46706 -0.99081 -0.18
C 0.61085 4.21710 -2.50379 -0.30
C 1.28337 5.38105 -3.25270 -0.04
C 1.36249 2.94250 -2.89063 -0.29
N 2.61886 2.61049 -2.21758 0.17
C 2.94316 1.37084 -2.64364 -0.37
N 4.16106 0.90532 -2.78897 0.25
N 1.82766 0.71258 -2.89754 -0.01
C 1.70711 -0.73694 -2.61446 -0.12
C 2.38201 -1.24052 -1.34214 -0.16
C 2.53403 -2.77734 -1.44522 -0.18
C 1.28722 -3.54087 -0.94859 -0.21
C 1.55555 -4.20396 0.41083 -0.24
C 1.58570 -3.14361 1.55072 -0.18
C 1.29529 -3.79432 2.92089 -0.23
C -0.17940 -3.86979 3.29224 -0.17
C -0.82968 -2.51266 3.58999 -0.24
O 0.12517 -1.58314 4.06814 -0.19
C -0.36675 -0.75961 5.10185 -0.12
C 0.64417 1.56512 -2.97256 -0.44
C -0.48560 1.30637 -1.96719 -0.17
S -1.81435 0.21296 -2.53843 0.66
O -3.03978 0.78048 -2.06279 -0.35
O -1.62121 -1.12611 -2.06433 -0.38
P 0.22535 1.55336 -4.85950 0.93
N -1.23634 2.46181 -5.00905 -0.13
O -0.11696 -0.01325 -5.31338 -0.31
H -1.77982 5.78693 -0.89063 0.06
H -1.24191 7.36929 -0.42528 0.07
H -0.99792 6.88338 -2.08960 0.06
H 0.31661 5.94509 0.48646 0.08
H 1.21052 6.55023 -0.88971 0.10
H -0.31605 3.96269 -0.52262 0.06
H 1.41659 4.10970 -0.45837 0.11
H -0.39527 4.14770 -2.92322 0.14
H 1.37970 5.14799 -4.31243 0.09
H 2.26211 5.62822 -2.83796 0.09
H 0.66611 6.27085 -3.20870 0.07
H 1.66942 3.13320 -3.92863 0.09
H 3.37609 3.27617 -2.33335 0.17
H 4.34830 0.19206 -3.47834 0.15
H 4.94939 1.25456 -2.26488 0.15
H 2.12177 -1.28577 -3.46583 0.12
H 0.66349 -1.04254 -2.57101 0.10
H 1.80327 -1.06198 -0.43616 0.11
H 3.38013 -0.84281 -1.16703 0.10
H 3.34735 -3.02694 -0.76309 0.11
H 2.87350 -3.09152 -2.43357 0.11
H 0.37908 -2.93776 -0.94661 0.05
H 1.12774 -4.37478 -1.63893 0.11
H 2.53073 -4.68937 0.41543 0.10
H 0.79368 -4.95948 0.59983 -0.01
H 0.92352 -2.30539 1.32360 0.10
H 2.61385 -2.77243 1.59570 0.11
H 1.86444 -3.29219 3.70018 0.11
H 1.68570 -4.81627 2.88386 0.01
H -0.70641 -4.40895 2.50353 0.06
H -0.26894 -4.46528 4.20419 0.12
H -1.62813 -2.68347 4.31842 0.11
H -1.31869 -2.10612 2.69689 0.07
H -0.90084 0.12437 4.73169 0.07
H 0.48592 -0.41186 5.68682 0.09
H -1.02287 -1.29728 5.79431 0.03
H -0.95754 2.21402 -1.60465 0.06
H -0.05044 0.83601 -1.08132 0.13
H -1.89727 0.19756 -3.89554 0.07
H -1.80543 2.02318 -5.73274 0.06
H -1.76183 2.50339 -4.13721 0.03
H 0.71909 -0.49713 -5.40700 0.05
C -3.85147 0.12368 7.88579 -1.62
Br -2.13732 0.94622 8.20297 0.58
Br -5.02642 1.28134 6.89591 0.56
Br -3.67155 -1.58739 7.01701 0.59
H -4.30685 -0.04984 8.85051 -0.03
C -3.88694 -2.60050 -0.23317 -1.61
Br -5.49313 -3.52181 -0.76056 0.60
Br -4.03058 -1.87436 1.54558 0.61
Br -2.32920 -3.72415 -0.42562 0.61
H -3.75613 -1.76597 -0.90942 -0.06
C -0.12233 -7.91675 1.80759 -1.58
Br 1.62765 -7.22873 2.23373 0.69
Br -1.12822 -6.65218 0.75011 0.61
Br -0.02013 -9.64560 0.96588 0.60
H -0.65862 -8.04619 2.73706 -0.02
C -2.16563 3.44397 2.49560 -1.63
Br -3.23819 2.75151 3.92915 0.58
Br -2.81520 2.81031 0.79358 0.62
Br -2.02787 5.36610 2.55420 0.61
H -1.16768 3.04808 2.62240 -0.03


3.
27
Properties=species:S:1:pos:R:3:lowdin_charge:R:1 method="wB97M-V/def2-TZVPD" smiles=CCN(CC)CCN.O orbital_gap_ev=9.5 lumo_ev=0.93 homo_energy_ev=-8.56 molar_mass_g_mol=134.2 e_above_lowest_ev=2.4753
C -0.09762 2.42276 0.78841 -0.10
C -0.36077 1.02917 1.36949 -0.25
N 0.05356 -0.06388 0.39859 -0.19
C -0.88466 -1.28719 0.36457 -0.22
C -2.30168 -0.79211 0.02075 -0.10
C 1.41853 -0.45938 0.82435 -0.20
C 2.25093 -0.78965 -0.53373 -0.27
N 1.65644 -1.72529 -1.43997 -0.02
H -0.46631 2.65028 -0.15798 0.02
H -0.61265 3.18485 1.34042 0.06
H 1.08052 2.43011 0.66102 0.11
H 0.00235 0.92429 2.33922 0.07
H -1.63261 1.10848 1.41597 0.15
H -0.83195 -1.79530 1.40446 0.13
H -0.61482 -2.01800 -0.39759 0.09
H -2.92000 -1.69251 -0.14552 0.09
H -2.72061 -0.06068 0.65629 0.03
H -2.21140 -0.25228 -0.94385 0.06
H 1.95623 0.36995 1.45375 0.13
H 1.37511 -1.27559 1.62962 0.12
H 2.40516 0.09112 -1.03255 0.07
H 3.20553 -1.12405 -0.02968 0.11
H 1.45437 -2.68447 -1.02834 0.10
H 0.86723 -1.30493 -1.92807 0.05
O -0.78244 0.76954 -2.60938 -0.11
H -0.52658 1.70264 -2.80600 0.05
H -0.76186 0.64212 -1.61421 0.01


4.
111
Properties=species:S:1:pos:R:3:lowdin_charge:R:1 method="wB97M-V/def2-TZVPD" orbital_gap_ev=7.6 lumo_ev=2.43 homo_energy_ev=-5.20 total_charge=-1 molar_mass_g_mol=739.8 e_above_lowest_ev=0.0000
O 11.63718 -8.14926 -9.49868 0.01
C 10.91541 -9.13175 -8.84226 -0.79
O 9.81858 -9.49014 -9.31680 -0.02
O 11.49708 -9.61539 -7.82220 -0.06
H 12.38534 -8.18655 -8.86632 0.05
C 7.41070 -11.83246 -9.44009 -0.12
O 7.31935 -12.61305 -8.29169 -0.17
C 7.59202 -13.98302 -8.46424 -0.21
C 7.99834 -14.62305 -7.14686 -0.19
O 9.13375 -13.90583 -6.74051 -0.12
C 9.73193 -14.35874 -5.55644 -0.19
C 11.17561 -13.90585 -5.50850 -0.22
O 11.22750 -12.50732 -5.52461 -0.15
C 12.51882 -11.96256 -5.46255 -0.11
H 6.80728 -10.93360 -9.28019 0.09
H 6.97953 -12.27654 -10.35006 0.08
H 8.42920 -11.47088 -9.61969 0.07
H 8.46579 -14.07693 -9.12023 0.11
H 6.74597 -14.47674 -8.95221 0.12
H 8.20108 -15.69177 -7.26986 0.12
H 7.20650 -14.47588 -6.40090 0.13
H 9.82739 -15.44667 -5.42928 0.12
H 9.14287 -14.00032 -4.70499 0.13
H 11.69148 -14.33776 -6.37113 0.11
H 11.66956 -14.36034 -4.63919 0.11
H 12.38952 -10.88262 -5.54403 0.08
H 13.17422 -12.26300 -6.28135 0.07
H 12.97663 -12.14919 -4.48190 0.09
C 11.78961 -12.45215 -8.90990 -0.09
O 11.27127 -13.74054 -8.67354 -0.20
C 11.86615 -14.76183 -9.44699 -0.21
C 11.17064 -16.06639 -9.14349 -0.18
O 11.32004 -16.56994 -7.83332 -0.13
C 12.61522 -17.05329 -7.54845 -0.20
C 12.66835 -17.73935 -6.20876 -0.22
O 12.41494 -16.82146 -5.17590 -0.19
C 12.62566 -17.35561 -3.88747 -0.10
H 11.28027 -11.77568 -8.22313 0.08
H 11.52414 -12.09488 -9.91798 0.10
H 12.88383 -12.39722 -8.86560 0.08
H 12.94628 -14.72954 -9.24989 0.12
H 11.74054 -14.49329 -10.50533 0.13
H 11.50368 -16.84474 -9.84541 0.12
H 10.09851 -15.93677 -9.28900 0.12
H 13.31927 -16.22356 -7.65233 0.13
H 12.87564 -17.81437 -8.30127 0.13
H 13.68900 -18.14212 -6.10049 0.12
H 12.06494 -18.65253 -6.13236 0.13
H 11.83712 -18.08395 -3.66777 0.09
H 12.51358 -16.51948 -3.19782 0.09
H 13.62676 -17.78270 -3.77562 0.09
C 14.92968 -2.49545 -14.64593 -0.12
O 15.32887 -2.94694 -15.91397 -0.17
C 14.54960 -3.93089 -16.55884 -0.21
C 14.44242 -5.24948 -15.84981 -0.19
O 13.87613 -5.01896 -14.55843 -0.18
C 13.86885 -6.18554 -13.74263 -0.18
C 12.89796 -5.93610 -12.60668 -0.18
O 13.45703 -4.96723 -11.71796 -0.19
C 12.85263 -5.04704 -10.44581 -0.10
H 13.87305 -2.23954 -14.56717 0.09
H 15.50184 -1.61181 -14.34598 0.08
H 15.19049 -3.18200 -13.83725 0.08
H 15.06234 -4.07217 -17.51294 0.12
H 13.55263 -3.54996 -16.80760 0.13
H 15.37142 -5.82864 -15.81425 0.13
H 13.68130 -5.89614 -16.31084 0.13
H 14.90231 -6.31859 -13.41096 0.13
H 13.51473 -7.05780 -14.30508 0.12
H 12.71667 -6.85621 -12.04504 0.12
H 11.99593 -5.46975 -13.01092 0.13
H 11.76261 -5.00035 -10.57103 0.08
H 13.17084 -4.21064 -9.82886 0.08
H 13.04479 -6.01321 -9.97037 0.07
C 9.33134 -8.01673 -14.23484 -0.15
O 9.27985 -7.10788 -13.18550 -0.18
C 9.31158 -7.73562 -11.91795 -0.20
C 8.91566 -6.73012 -10.84405 -0.16
O 7.57931 -6.27320 -11.10676 -0.12
C 7.31404 -5.10086 -10.39020 -0.23
C 5.86422 -4.72527 -10.51685 -0.23
O 5.04938 -5.71252 -9.92439 -0.16
C 3.68048 -5.49483 -10.12961 -0.13
H 9.52450 -7.55804 -15.21173 0.08
H 8.36668 -8.52676 -14.32508 0.09
H 10.17000 -8.72680 -14.20440 0.09
H 10.33972 -8.04827 -11.71451 0.11
H 8.66726 -8.61524 -11.83723 0.13
H 9.60152 -5.88021 -10.94049 0.11
H 8.89487 -7.17522 -9.85059 0.12
H 7.85614 -4.24047 -10.81444 0.13
H 7.61015 -5.20869 -9.34032 0.13
H 5.62309 -4.48899 -11.56017 0.13
H 5.69224 -3.77110 -9.99670 0.12
H 3.13613 -6.28804 -9.62212 0.09
H 3.39360 -5.53749 -11.18704 0.09
H 3.37021 -4.51480 -9.74894 0.08
C 12.28118 -6.77618 -6.06353 -0.05
C 13.67813 -6.46115 -6.59734 -0.21
O 14.15103 -7.44329 -7.49714 0.03
C 14.71593 -8.52547 -7.01146 -0.40
O 15.00774 -8.70017 -5.86903 0.17
C 14.90958 -9.64526 -8.04090 -0.57
F 16.20590 -9.74191 -8.38728 0.15
F 14.54155 -10.79471 -7.53413 0.19
F 14.25836 -9.39591 -9.16724 0.18
H 11.50479 -6.78281 -6.82211 0.08
H 12.06218 -6.00779 -5.31676 0.08
H 12.34194 -7.71387 -5.51061 0.08
H 14.33266 -6.29871 -5.74054 0.12
H 13.61042 -5.49553 -7.09943 0.12